Entry from the Open Molecules 2025 dataset: a molecular structure, C49H59ClF2N3P2Si2Ta at a distorted geometry (wB97M-V/def2-TZVPD).

CARTESIAN COORDINATES (ANGSTROEM)
Ta: -0.778 -0.387 0.811
C: 0.412 3.393 -2.667
Si: 0.027 1.732 -3.344
C: -1.761 1.741 -3.946
C: 1.106 1.493 -4.864
N: 0.336 0.516 -2.191
P: 0.047 -1.045 -2.216
C: 0.041 -1.458 -0.550
P: 1.508 -1.890 0.261
N: 1.127 -0.711 1.513
Si: 2.101 -0.773 3.034
C: 1.836 0.882 3.783
C: 1.512 -2.209 4.052
C: 3.912 -0.957 2.750
C: 3.087 -1.594 -0.539
C: 3.769 -0.381 -0.439
C: 5.017 -0.261 -1.050
C: 5.573 -1.303 -1.781
C: 4.865 -2.502 -1.893
C: 3.620 -2.646 -1.302
C: 1.601 -3.522 0.986
C: 0.390 -4.111 1.384
C: 0.384 -5.375 1.937
C: 1.573 -6.085 2.121
C: 2.764 -5.481 1.747
C: 2.807 -4.204 1.214
C: -1.521 -1.584 -2.966
C: -1.731 -1.420 -4.342
C: -2.887 -1.889 -4.935
C: -3.853 -2.570 -4.202
C: -3.623 -2.766 -2.845
C: -2.468 -2.294 -2.235
C: 1.209 -1.834 -3.343
C: 0.957 -3.139 -3.772
C: 1.843 -3.759 -4.634
C: 2.985 -3.102 -5.078
C: 3.247 -1.809 -4.620
C: 2.374 -1.178 -3.744
H: 0.286 4.160 -3.446
H: 1.452 3.446 -2.312
H: -0.271 3.623 -1.834
H: -2.089 2.793 -3.942
H: -2.453 1.169 -3.317
H: -1.843 1.386 -4.982
H: 0.829 2.312 -5.556
H: 0.993 0.530 -5.376
H: 2.172 1.607 -4.651
H: 0.798 1.239 3.701
H: 2.480 1.597 3.255
H: 2.137 0.868 4.837
H: 0.554 -2.656 3.728
H: 1.381 -1.875 5.096
H: 2.267 -3.011 4.075
H: 4.322 -0.069 2.246
H: 4.219 -1.847 2.199
H: 4.358 -0.982 3.753
H: 3.314 0.473 0.083
H: 5.546 0.685 -0.963
H: 6.548 -1.217 -2.257
H: 5.250 -3.310 -2.532
H: 3.029 -3.547 -1.452
H: -0.546 -3.567 1.231
H: -0.560 -5.818 2.272
H: 1.561 -7.064 2.599
H: 3.710 -6.001 1.907
H: 3.777 -3.752 0.987
H: -0.969 -0.945 -4.967
H: -3.038 -1.714 -6.007
H: -4.760 -2.940 -4.682
H: -4.363 -3.292 -2.233
H: -2.296 -2.504 -1.180
H: 0.062 -3.671 -3.434
H: 1.650 -4.778 -4.966
H: 3.695 -3.607 -5.744
H: 4.186 -1.312 -4.912
H: 2.615 -0.214 -3.272
C: -5.424 1.247 0.249
C: -4.391 1.573 1.356
C: -5.136 2.026 2.632
C: -3.386 2.628 0.898
C: -3.797 3.717 0.141
C: -2.894 4.716 -0.253
C: -1.592 4.663 0.195
C: -1.131 3.619 1.011
C: 0.266 3.654 1.655
C: 1.381 3.380 0.619
C: 0.487 5.002 2.375
C: -1.998 2.520 1.216
N: -1.534 1.404 1.974
C: -1.725 1.432 3.352
C: -2.070 2.600 4.084
C: -2.221 2.578 5.461
C: -2.057 1.394 6.166
C: -1.748 0.208 5.488
C: -1.586 0.249 4.120
F: -1.138 -0.884 3.441
H: -5.949 0.312 0.506
H: -4.952 1.101 -0.723
H: -6.154 2.068 0.199
H: -3.845 0.649 1.604
H: -5.672 2.971 2.479
H: -4.449 2.130 3.474
H: -5.890 1.267 2.904
H: -4.857 3.774 -0.153
H: -3.227 5.526 -0.910
H: -0.892 5.460 -0.075
H: 0.300 2.861 2.411
H: 1.440 4.200 -0.122
H: 1.200 2.438 0.079
H: 2.354 3.333 1.127
H: 0.550 5.823 1.640
H: 1.425 4.972 2.945
H: -0.343 5.198 3.063
H: -2.203 3.529 3.536
H: -2.465 3.499 6.006
H: -2.119 1.388 7.257
H: -1.631 -0.737 6.018
Cl: -2.337 0.406 -0.754
F: -1.999 -1.604 1.265

Calculated values
Maximum force = 4.9 eV/A
Frontier orbital gap = 7.3 eV